[1]
Formula: C21H25F9N3O4PS
Source: the Open Molecules 2025 dataset
Level of theory: the ωB97M-V functional and the def2-TZVPD basis

Last column: Löwdin charge in e.
Positions of all 64 atoms, in Å:
O  1.25  -0.41  -1.47  -0.316
P  -0.08  0.14  -2.01  0.632
O  -0.81  -0.92  -3.12  -0.146
O  0.25  1.61  -2.82  -0.140
O  -1.18  0.51  -0.76  -0.259
C  -2.01  -0.64  -0.44  -0.238
C  -2.52  -0.63  1.09  -0.121
C  -1.31  -0.25  2.10  -0.175
C  -1.71  0.86  3.18  -0.079
C  -1.83  2.33  2.62  -0.316
F  -2.13  2.39  1.23  0.050
F  -3.04  2.83  3.21  0.036
C  -0.73  3.37  3.08  -0.346
F  -0.79  3.46  4.49  0.076
F  -1.13  4.63  2.63  0.082
S  1.04  3.06  2.61  0.966
F  1.02  4.45  1.67  -0.177
F  1.52  4.05  3.88  -0.177
F  1.22  1.76  3.62  -0.151
F  0.69  2.15  1.29  -0.150
F  2.64  2.91  2.23  -0.153
H  -0.65  -1.84  -2.81  0.091
H  0.72  2.21  -2.20  0.087
H  -1.52  -1.64  -0.71  0.107
H  -2.94  -0.56  -1.10  0.123
H  -2.86  -1.68  1.31  0.118
H  -3.31  0.16  1.25  0.106
H  -1.13  -1.21  2.70  0.119
H  -0.34  -0.06  1.55  0.076
H  -2.74  0.54  3.57  0.144
H  -1.03  0.77  4.09  0.132
C  3.02  -3.70  1.57  -0.080
C  2.69  -2.41  1.20  -0.061
C  1.38  -2.13  0.86  -0.164
N  0.40  -3.05  0.86  0.066
C  0.74  -4.30  1.21  -0.154
C  2.02  -4.67  1.57  -0.079
H  4.03  -3.96  1.84  0.108
H  3.44  -1.63  1.18  0.110
H  1.08  -1.13  0.57  0.057
H  -0.07  -5.02  1.20  0.100
H  2.24  -5.70  1.85  0.100
C  5.57  -4.01  -2.60  -0.087
C  6.68  -3.35  -3.11  -0.083
C  6.64  -1.96  -3.17  -0.159
N  5.60  -1.22  -2.77  0.056
C  4.54  -1.89  -2.28  -0.146
C  4.48  -3.27  -2.17  -0.077
H  5.56  -5.09  -2.53  0.103
H  7.55  -3.89  -3.45  0.098
H  7.48  -1.40  -3.56  0.100
H  3.71  -1.26  -1.96  0.086
H  3.60  -3.75  -1.76  0.097
C  -5.31  3.56  -0.77  -0.074
C  -6.17  3.96  -1.78  -0.077
C  -5.98  3.43  -3.04  -0.156
N  -5.01  2.56  -3.35  0.056
C  -4.19  2.19  -2.36  -0.147
C  -4.30  2.65  -1.06  -0.066
H  -5.42  3.95  0.24  0.107
H  -6.96  4.67  -1.58  0.100
H  -6.63  3.71  -3.87  0.101
H  -3.42  1.48  -2.64  0.094
H  -3.61  2.32  -0.30  0.072

The HOMO-LUMO gap comes out at 8.5 eV. The SMILES is O=P(O)(O)OCCCCC(F)(F)C(F)(F)S(F)(F)(F)(F)F.c1ccncc1.c1ccncc1.c1ccncc1. Its HOMO energy is -0.3510 Eh. The lowest unoccupied orbital energy is -1.049 eV.


[2]
Formula: C21H25FN4O3S2
Source: the Open Molecules 2025 dataset
Level of theory: the ωB97M-V functional and the def2-TZVPD basis

Last column: natural (NBO) charge in e.
Positions of all 56 atoms, in Å:
O  -4.73  -0.36  1.73  -0.949
S  -3.74  -0.73  0.75  2.318
O  -3.08  -2.00  0.90  -0.940
C  -2.51  0.56  0.66  -0.370
C  -2.63  1.70  1.43  -0.156
C  -1.65  2.67  1.35  -0.254
C  -0.54  2.49  0.52  0.174
N  0.44  3.48  0.49  -0.625
C  1.68  3.42  -0.12  0.298
S  2.19  4.73  -0.98  -0.213
N  2.42  2.31  0.06  -0.434
C  3.69  2.16  -0.63  -0.230
C  3.87  0.70  -1.06  -0.215
N  3.81  -0.14  0.12  -0.447
C  4.52  -1.33  0.20  0.083
C  4.80  -1.88  1.45  -0.218
C  5.54  -3.04  1.59  -0.209
C  6.04  -3.69  0.48  -0.222
C  5.78  -3.18  -0.77  -0.281
C  5.03  -2.03  -0.90  0.403
F  4.77  -1.61  -2.17  -0.343
C  2.54  -0.02  0.79  -0.213
C  2.32  1.44  1.21  -0.226
C  -0.46  1.35  -0.28  -0.225
C  -1.44  0.38  -0.20  -0.158
N  -4.34  -0.67  -0.82  -0.675
C  -4.76  -1.93  -1.39  -0.261
C  -6.18  -2.28  -0.94  -0.089
O  -7.08  -1.23  -1.26  -0.523
C  -6.71  -0.03  -0.62  -0.096
C  -5.30  0.40  -1.04  -0.258
H  -3.48  1.81  2.08  0.246
H  -1.73  3.57  1.95  0.222
H  0.10  4.43  0.60  0.426
H  3.69  2.81  -1.50  0.252
H  4.51  2.45  0.03  0.199
H  4.85  0.61  -1.53  0.227
H  3.10  0.43  -1.79  0.181
H  4.44  -1.37  2.33  0.212
H  5.74  -3.43  2.58  0.216
H  6.63  -4.59  0.59  0.218
H  6.14  -3.67  -1.67  0.229
H  2.52  -0.66  1.67  0.222
H  1.72  -0.33  0.13  0.182
H  1.36  1.54  1.70  0.229
H  3.11  1.72  1.92  0.201
H  0.36  1.24  -0.97  0.224
H  -1.40  -0.51  -0.80  0.237
H  -4.06  -2.69  -1.06  0.242
H  -4.73  -1.84  -2.48  0.204
H  -6.56  -3.17  -1.45  0.198
H  -6.18  -2.45  0.15  0.173
H  -7.44  0.71  -0.92  0.196
H  -6.73  -0.16  0.47  0.192
H  -4.97  1.26  -0.46  0.218
H  -5.28  0.64  -2.11  0.208

The HOMO-LUMO gap comes out at 8.4 eV. The energy above the lowest of the compared OMol25 structures with the same formula, charge and spin comes out at 15.3 kJ/mol. The SMILES is O=S(=O)(c1ccc(NC(=S)N2CCN(c3ccccc3F)CC2)cc1)N1CCOCC1. Its HOMO energy is -0.3024 Eh. The lowest unoccupied orbital energy is 0.208 eV.


[3]
Formula: C21H25FO4S
Source: the Open Molecules 2025 dataset
Level of theory: the ωB97M-V functional and the def2-TZVPD basis

Last column: natural (NBO) charge in e.
Positions of all 52 atoms, in Å:
C  -1.28  -0.09  -1.94  -0.742
C  -0.04  0.68  -1.85  0.132
C  1.26  0.32  -2.22  -0.141
C  2.25  1.37  -2.38  0.120
C  1.85  2.81  -2.46  -0.653
C  3.59  1.04  -2.48  -0.260
C  4.04  -0.29  -2.49  0.116
C  5.50  -0.58  -2.56  -0.647
C  3.08  -1.31  -2.49  -0.258
C  1.72  -1.04  -2.41  0.129
C  0.76  -2.18  -2.51  -0.659
H  -2.13  0.60  -1.94  0.257
H  -1.33  -0.76  -2.81  0.220
H  -1.42  -0.68  -1.03  0.343
H  -0.20  1.69  -1.49  0.219
H  2.75  3.43  -2.51  0.227
H  1.27  3.00  -3.37  0.232
H  1.25  3.12  -1.60  0.234
H  4.33  1.84  -2.56  0.216
H  5.68  -1.66  -2.58  0.225
H  5.97  -0.13  -3.45  0.236
H  6.01  -0.16  -1.68  0.241
H  3.41  -2.34  -2.56  0.219
H  1.32  -3.12  -2.63  0.223
H  0.15  -2.26  -1.61  0.259
H  0.10  -2.08  -3.38  0.228
C  -1.96  -4.05  -0.03  -0.629
C  -0.80  -3.38  0.68  -0.072
O  -0.92  -1.96  0.46  -0.558
C  -0.10  -1.22  1.28  0.681
C  -0.63  0.16  1.36  -0.208
F  0.15  0.97  2.09  -0.353
S  -2.40  0.22  1.94  2.069
C  -2.62  1.58  3.11  -0.218
C  -3.23  1.30  4.34  -0.210
C  -3.32  2.29  5.31  -0.206
C  -2.86  3.57  5.04  -0.199
C  -2.35  3.88  3.78  -0.220
C  -2.24  2.88  2.80  -0.208
O  -3.19  0.46  0.75  -0.953
O  -2.64  -0.95  2.77  -0.960
O  0.85  -1.66  1.89  -0.619
H  -1.75  -5.11  -0.13  0.210
H  -2.86  -3.94  0.57  0.224
H  -2.16  -3.64  -1.03  0.207
H  -0.87  -3.55  1.76  0.208
H  0.17  -3.73  0.31  0.177
H  -3.61  0.30  4.52  0.249
H  -3.75  2.02  6.28  0.217
H  -2.90  4.34  5.82  0.216
H  -2.03  4.90  3.55  0.215
H  -1.88  3.11  1.80  0.226

The HOMO-LUMO gap comes out at 4.4 eV. Its HOMO energy is -0.2431 Eh. The lowest unoccupied orbital energy is -2.170 eV.


Question: Which of these has the highest HOMO-LUMO gap?
Answer: C21H25F9N3O4PS